## A
# C10H16

2 unconnected molecules or ions with the total composition C10H16 (ωB97M-V/def2-TZVPD, OMol25).

Properties
Frontier orbital gap ... 9.99 eV

```
! wB97M-V def2-TZVPD RIJCOSX def2/J DEFGRID3
* xyz 0 1
C 2.99814 0.08246 1.37129
C 1.76203 -0.77772 1.27101
C 1.83018 -2.03317 0.66141
C 0.69017 -2.82955 0.66096
C -0.50246 -2.40242 1.21528
C -0.55266 -1.18687 1.93376
C 0.59171 -0.41404 1.92472
H 3.52180 0.03553 2.32308
H 2.69004 1.13623 1.36620
H 3.62297 -0.08936 0.50109
H 2.77343 -2.36467 0.25077
H 0.67025 -3.75971 0.09966
H -1.38041 -3.02965 1.12474
H -1.41095 -1.20462 2.59689
H 0.50377 0.57326 2.37050
C -0.87246 0.73224 -2.22566
C -1.92011 1.36419 -1.29786
C -2.13154 2.83003 -1.72894
H -1.46707 0.52704 -3.12069
H -0.00476 1.34818 -2.47948
H -0.33823 -0.16906 -1.90360
H -1.65089 1.22112 -0.24959
H -2.84577 0.79122 -1.31863
H -1.30365 3.19317 -2.32913
H -2.15497 3.47663 -0.84439
H -3.11856 2.94953 -2.17340
*
```

The Mulliken scheme yields these atomic charges, measured in e:
1 C -1.4089
2 C 0.9532
3 C -0.4766
4 C -0.4183
5 C -0.3687
6 C -0.6807
7 C -0.3587
8 H 0.3051
9 H 0.3393
10 H 0.3761
11 H 0.3636
12 H 0.3271
13 H 0.3912
14 H 0.3688
15 H 0.2843
16 C -1.1906
17 C 0.0110
18 C -1.0616
19 H 0.3130
20 H 0.3558
21 H 0.2669
22 H 0.1150
23 H 0.2933
24 H 0.3289
25 H 0.3148
26 H 0.2566

=====

## B
# C10H16

2 unconnected molecules or ions with the total composition C10H16 (ωB97M-V/def2-TZVPD, OMol25).

Properties
Frontier orbital gap ... 9.99 eV

```
! wB97M-V def2-TZVPD RIJCOSX def2/J DEFGRID3
* xyz 0 1
C 1.96629 2.16060 -2.12594
C 1.82473 0.83160 -1.35260
C 0.44563 0.82690 -0.67892
C 0.11109 1.37092 0.54197
C -1.23304 1.27020 0.89908
C -2.17175 0.58264 0.16882
C -1.78543 -0.08247 -0.98750
C -0.48336 0.04436 -1.42130
H 2.78466 2.03376 -2.83166
H 1.94391 3.09008 -1.51931
H 1.02085 2.17763 -2.67493
H 2.00329 -0.05041 -1.92320
H 2.54976 0.77068 -0.54400
H 0.94788 1.73327 1.16381
H -1.67216 1.77544 1.78764
H -3.05142 0.22194 0.71652
H -2.56469 -0.62940 -1.47898
H -0.03186 -0.51639 -2.24798
C 0.28632 -1.76659 1.92312
C -0.89260 -2.64522 1.62644
H 0.24904 -0.91094 2.70107
H 1.11588 -2.28333 2.36767
H 0.44959 -1.17293 1.01905
H -0.90268 -3.54027 1.01273
H -1.76481 -2.04712 1.33447
H -1.14511 -3.24496 2.52390
*
```

The Mulliken scheme yields these atomic charges, measured in e:
1 C -1.1696
2 C -0.9620
3 C 0.5364
4 C -0.4448
5 C -0.1688
6 C -0.6278
7 C -0.4490
8 C -0.3618
9 H 0.3544
10 H 0.2959
11 H 0.3523
12 H 0.5080
13 H 0.3667
14 H 0.3793
15 H 0.2779
16 H 0.3900
17 H 0.3860
18 H 0.3099
19 C -0.4492
20 C -0.8190
21 H 0.2068
22 H 0.4120
23 H -0.0803
24 H 0.3164
25 H 0.1333
26 H 0.3071

=====

Out of the structures above, which one is the least stable? Solution: B.